Computed, not measured: a 2-piece molecular cluster, C4H8Cl4 overall, with ωB97M-V/def2-TZVPD.

XYZ file:
```
16
Properties=species:S:1:pos:R:3
Cl 0.5140 -13.0487 3.4773
C 1.4044 -11.6665 2.8621
C 2.7629 -11.5124 3.3397
Cl 2.8382 -10.8755 4.9908
H 0.7606 -10.7916 2.9530
H 1.5214 -11.6920 1.7787
H 3.4037 -10.8794 2.7259
H 3.1314 -12.5356 3.2665
Cl -4.6994 -11.3285 5.6724
C -4.5518 -10.1682 4.3691
C -5.8882 -9.8462 3.5664
Cl -5.4072 -9.0755 2.0837
H -3.7114 -10.5689 3.8022
H -4.1528 -9.2544 4.8095
H -6.4959 -9.0968 4.0737
H -6.4921 -10.7045 3.2720
```

Its LUMO energy is 0.68 eV. As for the net charge: 0. The value obtained for the relative energy (zero: lowest compared OMol25 entry of this formula, charge and spin) is 16.6 kcal/mol. As for the electronic energy: -54367.2595 eV.

Here are the Mulliken charges for atoms 1 to 4, given in e: atom 1 (Cl): -0.169, atom 2 (C): -0.427, atom 3 (C): -0.426, atom 4 (Cl): -0.184

***

Computed, not measured: C4H8Cl4F6Mg2N3O12S6 as an isolated structure, with ωB97M-V/def2-TZVPD.

XYZ file:
```
45
Properties=species:S:1:pos:R:3
Mg -5.5515 -1.1092 -1.9044
Mg -1.3285 2.9406 -0.8797
N -5.9703 0.5263 0.5340
S -5.7475 2.2731 0.9491
O -4.3364 2.7152 0.8473
O -6.5038 3.0612 1.9410
F -6.3232 2.9242 -0.4326
S -6.1671 0.2480 2.0983
O -7.5029 0.3315 2.6248
O -5.0616 0.6453 2.9492
F -5.8589 -1.3341 2.0108
N -2.2703 3.8359 -3.4943
S -3.2835 2.9476 -4.6679
O -4.1681 3.5556 -5.6550
O -3.8045 1.7949 -3.9225
F -2.0477 2.2338 -5.4484
S -2.1790 5.0182 -4.4294
O -3.2643 5.9526 -4.1428
O -1.5595 4.9000 -5.7562
F -0.9016 5.6431 -3.6923
N -0.6983 0.2493 -0.0338
S -0.8308 -1.2678 -0.9627
O -2.2232 -1.4711 -1.2172
O 0.1193 -2.3643 -0.7306
F -0.4422 -0.6721 -2.3867
S -0.1410 -0.4726 1.1846
O 1.3133 -0.5772 1.1471
O -0.9878 -1.5459 1.7081
F -0.4324 0.7658 2.1703
Cl 3.5456 -7.6834 0.3781
C 3.7121 -5.8597 0.0770
C 5.0722 -5.3470 0.5863
Cl 6.2991 -5.6684 -0.5994
H 2.9381 -5.4565 0.7300
H 3.5176 -5.6256 -0.9696
H 5.3553 -5.6863 1.5827
H 4.9388 -4.2660 0.6274
Cl 8.6140 0.9606 2.9642
C 6.8315 0.8645 2.7626
C 6.1479 0.2228 4.0217
Cl 6.5322 -1.5053 4.1027
H 6.6764 0.3347 1.8227
H 6.4252 1.8635 2.6041
H 5.0687 0.3688 3.9766
H 6.4785 0.7353 4.9251
```

Its LUMO energy is -10.55 eV. As for the net charge: +1. The value obtained for the relative energy (zero: lowest compared OMol25 entry of this formula, charge and spin) is 379.1 kcal/mol. As for the electronic energy: -175591.6288 eV.

Here are the Mulliken charges for atoms 1 to 4, given in e: atom 1 (Mg): 1.766, atom 2 (Mg): 1.782, atom 3 (N): -0.173, atom 4 (S): 0.918

***

Computed, not measured: one molecule with the formula C4H8ClF, with ωB97M-V/def2-TZVPD.

XYZ file:
```
14
Properties=species:S:1:pos:R:3
C -0.8552 1.6999 0.4001
C 0.8050 -1.7513 -0.4816
C -0.7774 0.2203 -0.0065
C 0.6718 -0.3356 -0.0366
F 1.2312 -0.3281 1.4409
Cl 1.6809 0.7430 -0.9885
H -0.1767 2.4024 -0.2198
H -0.6600 1.9017 1.4928
H -1.8253 2.0329 0.1249
H 0.8829 -1.7568 -1.5459
H 1.6023 -2.1956 0.2572
H -0.1356 -2.3821 -0.2284
H -1.3435 -0.3589 0.7015
H -1.1006 0.1082 -0.9104
```

Its LUMO energy is 0.87 eV. As for the net charge: 0. The value obtained for the relative energy (zero: lowest compared OMol25 entry of this formula, charge and spin) is 29.0 kcal/mol. As for the electronic energy: -19516.7726 eV.

Here are the Mulliken charges for atoms 1 to 4, given in e: atom 1 (C): -1.103, atom 2 (C): -1.294, atom 3 (C): -0.778, atom 4 (C): 1.008

***

Computed, not measured: an isolated ion of composition C4H8ClIN3 and charge +1, with ωB97M-V/def2-TZVPD.

XYZ file:
```
17
Properties=species:S:1:pos:R:3
C 1.3463 0.3676 -1.5135
C 0.3425 -0.1670 -2.3076
C -1.2239 -0.5697 -0.4737
C -0.3266 0.4159 0.3148
N -0.7573 -0.7571 -1.7512
N -0.2798 0.1622 1.6931
N 1.0855 0.0571 -0.1368
Cl -2.9428 0.1141 -0.6493
I 0.3224 0.2951 -4.3967
H 2.3665 0.7122 -1.7942
H -1.4078 -1.4877 0.1286
H -0.3949 1.3844 -0.1039
H -1.4548 -1.2755 -2.2967
H -0.8746 -0.6486 1.9360
H -0.2645 0.8474 2.4213
H 1.1274 -0.9782 -0.0615
H 1.7856 0.5272 0.4655
```

Its LUMO energy is -3.59 eV. As for the net charge: +1. The value obtained for the relative energy (zero: lowest compared OMol25 entry of this formula, charge and spin) is 0.0 kcal/mol. As for the electronic energy: -29363.2414 eV.

Here are the Mulliken charges for atoms 1 to 4, given in e: atom 1 (C): -0.648, atom 2 (C): 0.114, atom 3 (C): -0.327, atom 4 (C): -0.086

***

Computed, not measured: C4H8ClN as an isolated structure, with ωB97M-V/def2-TZVPD.

XYZ file:
```
14
Properties=species:S:1:pos:R:3
C 0.2873 0.6377 0.4960
C 0.9590 -0.1878 -0.6118
C 0.1090 -1.4064 -0.0851
C -0.8545 -0.6519 0.5845
H -0.7956 1.6433 -0.9857
H 0.1749 2.5781 0.1149
H 0.8834 0.8028 1.4210
H 0.9242 0.1500 -1.7620
H 2.2344 -0.0517 -0.2511
H 0.6587 -2.4722 0.5771
H -0.2610 -1.9605 -0.9395
H -1.2391 -0.8600 1.6264
N -0.5767 1.8746 0.0045
Cl -2.5040 -0.0958 -0.1890
```

Its LUMO energy is 0.65 eV. As for the net charge: 0. The value obtained for the relative energy (zero: lowest compared OMol25 entry of this formula, charge and spin) is 86.3 kcal/mol. As for the electronic energy: -18286.0301 eV.

Here are the Mulliken charges for atoms 1 to 4, given in e: atom 1 (C): -0.155, atom 2 (C): -0.515, atom 3 (C): -0.439, atom 4 (C): -0.284

***

Computed, not measured: one molecule with the formula C4H8ClN, with ωB97M-V/def2-TZVPD.

XYZ file:
```
14
Properties=species:S:1:pos:R:3
C 0.3669 1.9236 1.0147
C -0.6008 -0.0555 0.1122
C -0.7188 -1.0981 -1.0032
C 0.0961 -2.1459 -1.1795
H 0.8596 2.8516 0.8423
H -0.6775 2.1443 1.1906
H 0.7485 1.4692 2.0238
H 1.3249 0.5683 -0.1677
H -1.6305 0.4046 0.3856
H -0.2221 -0.6898 0.9380
H -1.3832 -0.9428 -1.8827
H 0.1304 -2.7615 -2.0731
N 0.3744 1.0131 -0.0972
Cl 1.3322 -2.6812 -0.1038
```

Its LUMO energy is 0.95 eV. As for the net charge: 0. The value obtained for the relative energy (zero: lowest compared OMol25 entry of this formula, charge and spin) is 20.0 kcal/mol. As for the electronic energy: -18288.9051 eV.

Here are the Mulliken charges for atoms 1 to 4, given in e: atom 1 (C): -0.810, atom 2 (C): -0.512, atom 3 (C): -0.187, atom 4 (C): -0.369

***

Computed, not measured: one molecule with the formula C4H8ClN, with ωB97M-V/def2-TZVPD.

XYZ file:
```
14
Properties=species:S:1:pos:R:3
C 0.0579 -1.1713 0.2568
C 0.9320 -0.1262 -0.3885
C 0.6474 1.2107 0.1298
C -0.3968 1.8904 -0.0964
H -1.9257 -0.8413 0.5954
H -1.7157 -2.1616 -0.3639
H 0.5675 -2.1444 0.0459
H 0.0242 -0.9453 1.3658
H 0.6712 -0.1599 -1.4679
H 1.6520 1.6419 0.5307
H -1.2717 1.3734 -0.5461
H -0.5903 2.9385 0.1985
N -1.3755 -1.1586 -0.2048
Cl 2.7235 -0.3463 -0.0553
```

Its LUMO energy is 0.94 eV. As for the net charge: 0. The value obtained for the relative energy (zero: lowest compared OMol25 entry of this formula, charge and spin) is 23.6 kcal/mol. As for the electronic energy: -18288.7505 eV.

Here are the Mulliken charges for atoms 1 to 4, given in e: atom 1 (C): -0.541, atom 2 (C): 0.209, atom 3 (C): -0.257, atom 4 (C): -0.776

***

Computed, not measured: C4H8ClN as an isolated structure, with ωB97M-V/def2-TZVPD.

XYZ file:
```
14
Properties=species:S:1:pos:R:3
C 0.7846 0.6215 1.2500
C 0.3106 -0.6594 0.6261
C -0.1288 -0.5480 -0.8522
C -1.1327 -1.4109 -1.4841
H 0.1981 2.6830 0.9121
H -0.7828 1.1200 -0.0617
H 1.3478 0.9200 2.2069
H 1.5372 0.9448 0.5031
H -0.3629 -1.1393 1.4334
H 1.1864 -1.5266 0.4003
H 0.5325 0.3481 -1.5489
H -2.0981 -2.0035 -1.0825
N -0.1743 1.6492 1.0242
Cl -1.2177 -0.9989 -3.3266
```

Its LUMO energy is 0.26 eV. As for the net charge: 0. The value obtained for the relative energy (zero: lowest compared OMol25 entry of this formula, charge and spin) is 121.1 kcal/mol. As for the electronic energy: -18284.5223 eV.

Here are the Mulliken charges for atoms 1 to 4, given in e: atom 1 (C): -0.468, atom 2 (C): -0.354, atom 3 (C): -0.398, atom 4 (C): -0.296

***

Computed, not measured: a 2-piece molecular cluster, C4H8ClN2 overall, with ωB97M-V/def2-TZVPD.

XYZ file:
```
15
Properties=species:S:1:pos:R:3
C -0.6235 0.0047 0.9217
C -1.4381 -0.3273 -0.1013
C 1.7682 0.2963 -0.0481
C -2.9059 -0.3696 0.2053
N 2.7990 0.2506 0.6954
N 1.7958 0.6148 -1.2687
Cl -0.8439 -0.8432 -1.6542
H -0.7780 0.3503 1.8651
H -3.1417 0.3215 1.0023
H -3.6144 -0.2123 -0.7027
H -3.0641 -1.4116 0.5632
H 2.7035 -0.1660 1.6281
H 3.7688 0.0405 0.4974
H 0.9850 0.4068 -1.9626
H 2.5894 1.0445 -1.6408
```

Its LUMO energy (spin up / spin down) is -5.44 / -5.72 eV. As for the net charge: +1. The value obtained for the relative energy (zero: lowest compared OMol25 entry of this formula, charge and spin) is 119.5 kcal/mol. As for the electronic energy: -19769.1510 eV.

Here are the Mulliken charges for atoms 1 to 4, given in e: atom 1 (C): -0.653, atom 2 (C): 0.909, atom 3 (C): 0.138, atom 4 (C): -1.099

***

Computed, not measured: one molecule with the formula C4H8ClN2P, with ωB97M-V/def2-TZVPD.

XYZ file:
```
16
Properties=species:S:1:pos:R:3
C -0.4448 -0.5980 -0.1322
C 0.6128 -1.3062 -0.8967
C -1.6009 -1.3324 0.5493
C 1.2665 2.4161 0.3442
N -0.1487 0.5599 0.3099
N 0.9283 1.1070 -0.2445
P 2.0749 -0.0236 -0.9126
Cl 3.1905 -0.8235 0.6835
H 1.1329 -2.1982 -0.3581
H 0.4611 -1.6485 -1.8342
H -1.0602 -2.0802 1.1406
H -2.1570 -1.7917 -0.1193
H -2.2237 -0.5086 0.9685
H 2.2189 2.8400 0.1050
H 0.6654 3.0399 -0.2090
H 1.1043 2.5221 1.3907
```

Its LUMO energy is 0.75 eV. As for the net charge: 0. The value obtained for the relative energy (zero: lowest compared OMol25 entry of this formula, charge and spin) is 9.7 kcal/mol. As for the electronic energy: -29068.0852 eV.

Here are the Mulliken charges for atoms 1 to 4, given in e: atom 1 (C): 0.644, atom 2 (C): -0.905, atom 3 (C): -1.068, atom 4 (C): -0.932

***

Computed, not measured: a 2-piece molecular cluster, C4H8ClN3 overall, with ωB97M-V/def2-TZVPD.

XYZ file:
```
16
Properties=species:S:1:pos:R:3
C 0.7690 0.0479 -0.1463
C 0.8045 1.2116 -1.2458
C -0.6243 0.0182 0.5394
C -1.4286 -1.0663 -0.0541
H 1.5556 -1.1891 0.8696
H 2.6887 0.0350 0.2605
H 0.8673 -0.9074 -0.7020
H 1.6383 1.5350 -2.0610
H -1.2863 2.2300 0.9803
H -0.6200 -0.6060 1.8684
H -2.4944 -0.9222 -0.0454
H -1.2797 -1.2844 -1.2330
N 1.7321 -0.1839 0.8067
N -0.2648 1.9392 -1.0522
N -1.1369 1.4536 0.0920
Cl -0.9206 -2.3112 1.1229
```

Its LUMO energy is 0.78 eV. As for the net charge: 0. The value obtained for the relative energy (zero: lowest compared OMol25 entry of this formula, charge and spin) is 151.3 kcal/mol. As for the electronic energy: -21263.8897 eV.

Here are the Mulliken charges for atoms 1 to 4, given in e: atom 1 (C): -0.070, atom 2 (C): -0.225, atom 3 (C): -0.232, atom 4 (C): -0.413

***

Computed, not measured: one molecule with the formula C4H8ClN3, with ωB97M-V/def2-TZVPD.

XYZ file:
```
16
Properties=species:S:1:pos:R:3
C 0.7378 1.7746 0.4504
C -0.2452 0.8763 1.1169
C -1.4679 0.4013 0.3784
C -0.0430 -1.9157 -1.1589
H 1.7441 1.7288 0.8829
H 0.9228 1.5776 -0.5987
H -0.3837 1.0024 2.1985
H -2.4021 0.2171 0.9090
H -1.5494 0.6521 -0.6917
H 1.3679 -1.1189 0.2057
H -1.1793 -1.9017 -1.1521
H 1.6162 -2.5957 -1.7766
N -0.3794 -0.5283 0.7515
N 0.4926 -0.9248 -0.2496
N 0.6037 -2.7228 -1.8623
Cl 0.1650 3.4776 0.5964
```

Its LUMO energy is 0.86 eV. As for the net charge: 0. The value obtained for the relative energy (zero: lowest compared OMol25 entry of this formula, charge and spin) is 58.3 kcal/mol. As for the electronic energy: -21267.9218 eV.

Here are the Mulliken charges for atoms 1 to 4, given in e: atom 1 (C): -0.589, atom 2 (C): -0.106, atom 3 (C): -0.466, atom 4 (C): 0.100

***

Computed, not measured: one molecule with the formula C4H8ClNO, with ωB97M-V/def2-TZVPD.

XYZ file:
```
15
Properties=species:S:1:pos:R:3
C -1.8219 1.5591 0.1951
C -1.7157 0.1041 -0.1106
C 1.6688 -1.1573 0.3360
C 0.7226 -0.1015 -0.0819
N -0.5816 -0.6894 -0.4000
O 1.2200 0.6090 -1.1781
Cl -3.1603 -0.8735 -0.1355
H -2.7659 2.0630 0.4278
H -1.0672 2.2665 -0.0255
H 1.9119 -1.9142 -0.4038
H 1.3840 -1.5886 1.3648
H 2.6788 -0.6964 0.6344
H 0.6314 0.6144 0.7454
H -0.7772 -1.7122 -0.4790
H 1.6724 1.5171 -0.8891
```

Its LUMO energy is 0.66 eV. As for the net charge: 0. The value obtained for the relative energy (zero: lowest compared OMol25 entry of this formula, charge and spin) is 41.8 kcal/mol. As for the electronic energy: -20335.9381 eV.

Here are the Mulliken charges for atoms 1 to 4, given in e: atom 1 (C): -0.851, atom 2 (C): 0.447, atom 3 (C): -1.228, atom 4 (C): 0.102

***

Computed, not measured: a 2-piece molecular cluster, C4H8ClNO overall, with ωB97M-V/def2-TZVPD.

XYZ file:
```
15
Properties=species:S:1:pos:R:3
C 0.0171 0.8995 -1.2055
C 0.3852 0.4000 1.1176
C -0.8400 -1.3589 -0.1694
C -0.0093 -0.1404 -0.1456
N 1.8456 -1.2254 -0.6302
O 2.3462 -1.5260 0.4030
Cl -2.6501 -0.7885 0.1392
H -0.3066 1.9214 -0.9284
H 1.0279 1.0990 -1.4712
H -0.5142 0.7472 -2.0499
H 0.8629 -0.3207 1.7868
H -0.4297 0.6838 1.7170
H 0.9882 1.1809 0.8230
H -0.6112 -1.9948 0.7200
H -0.8908 -1.8825 -1.0941
```

Its LUMO energy (spin up / spin down) is -0.24 / -0.45 eV. As for the net charge: 0. The value obtained for the relative energy (zero: lowest compared OMol25 entry of this formula, charge and spin) is 94.4 kcal/mol. As for the electronic energy: -20333.6579 eV.

Here are the Mulliken charges for atoms 1 to 4, given in e: atom 1 (C): -1.655, atom 2 (C): -1.463, atom 3 (C): -0.683, atom 4 (C): 0.938

***

Computed, not measured: one molecule with the formula C4H8ClNO2S, with ωB97M-V/def2-TZVPD.

XYZ file:
```
17
Properties=species:S:1:pos:R:3
C -0.9231 1.4712 0.8600
C -0.1441 -0.2295 -1.7140
C 2.0762 -0.3890 1.1702
C 0.1770 -0.5779 -0.2465
N -0.9920 0.1383 0.5150
O -0.0967 2.2467 0.4480
O 1.4419 -0.0932 -0.0932
S -2.3446 -0.7502 0.7750
Cl -3.5448 -0.3152 -0.8793
H -1.9005 1.8566 1.1796
H -0.0997 0.8338 -1.8298
H -1.1890 -0.6377 -2.0609
H 0.6545 -0.7914 -2.3753
H 2.2328 0.6994 1.6435
H 3.0145 -0.7017 0.8892
H 1.5456 -1.0716 1.8954
H 0.0921 -1.6886 -0.1770
```

Its LUMO energy is -0.27 eV. As for the net charge: 0. The value obtained for the relative energy (zero: lowest compared OMol25 entry of this formula, charge and spin) is 0.0 kcal/mol. As for the electronic energy: -33218.6912 eV.

Here are the Mulliken charges for atoms 1 to 4, given in e: atom 1 (C): -0.024, atom 2 (C): -1.195, atom 3 (C): -0.768, atom 4 (C): 0.143